Version P
C6H8OS | ωB97M-V with the def2-TZVPD basis set

The geometry in XYZ format:
```
16
Properties=species:S:1:pos:R:3:nbo_charge:R:1
C 2.2799 -0.4520 -1.2698 -0.65
C 1.1368 -1.0033 -0.2497 0.14
C 1.7623 -2.2122 0.4195 -0.69
C 0.0398 -0.1909 -0.0522 -0.25
C -0.8652 -0.8407 0.9508 0.42
O -1.9878 -0.5592 1.1911 -0.50
C -0.3896 1.1023 -0.7035 -0.32
S -1.3066 2.2158 -0.0652 0.17
H 2.2765 -0.8257 -2.3766 0.23
H 2.0774 0.5606 -1.4877 0.22
H 3.1665 -0.7912 -0.8583 0.22
H 2.1523 -1.9766 1.6750 0.25
H 2.7376 -2.6320 -0.1849 0.24
H 0.9350 -3.0211 0.4937 0.24
H -0.4524 -1.7787 1.3436 0.10
H 0.1321 1.0657 -1.6607 0.19
```

net charge	0
Kohn-Sham gap	0.284	Eh
HOMO energy	-8.51	eV
SMILES	CC(C)=C(C=O)C=S

***

Version Q
C6H8OS | ωB97M-V with the def2-TZVPD basis set

The geometry in XYZ format:
```
16
Properties=species:S:1:pos:R:3:nbo_charge:R:1
C 3.1643 -0.2428 0.1828 -0.25
O 1.9466 0.1212 -0.4478 -0.50
C 0.9745 -0.7554 -0.2277 0.12
C -0.3414 -0.3682 -0.1878 -0.28
C -0.8179 0.9893 -0.1014 -0.22
C -2.1503 1.1333 -0.0778 -0.19
C -2.9229 -0.1108 0.0377 -0.54
S -1.6932 -1.4827 -0.1027 0.24
H 3.9169 0.5018 -0.0124 0.20
H 3.5048 -1.2155 -0.1773 0.17
H 3.0578 -0.3570 1.2636 0.18
H 1.2833 -1.8210 -0.1616 0.17
H -0.1440 1.8798 0.0201 0.23
H -2.6700 2.0646 -0.1672 0.22
H -3.4960 -0.1665 0.9804 0.23
H -3.6126 -0.1701 -0.8210 0.22
```

net charge	0
Kohn-Sham gap	0.301	Eh
HOMO energy	-7.24	eV
SMILES	CO/C=C1\C=CCS1

***

Version R
C6H8OS | ωB97M-V with the def2-TZVPD basis set

The geometry in XYZ format:
```
16
Properties=species:S:1:pos:R:3:nbo_charge:R:1
C -0.4983 0.8227 2.0334 -0.37
C 0.0722 1.6788 1.1941 -0.23
C 0.0772 1.6051 -0.2732 -0.20
C 0.2149 0.5389 -1.0633 -0.18
C 0.4450 -0.8811 -0.6097 -0.04
O 1.4877 -1.4050 -1.4408 -0.70
C -0.8045 -1.6983 -0.8698 -0.27
S -1.7364 -2.4082 0.2342 0.07
H -0.4335 0.9806 3.0877 0.20
H -1.0508 -0.0247 1.7073 0.20
H 0.6018 2.5698 1.5988 0.21
H -0.0396 2.5794 -0.8170 0.22
H 0.2398 0.6468 -2.1676 0.22
H 0.7362 -0.9210 0.4575 0.20
H 1.7077 -2.2833 -1.1297 0.47
H -1.0194 -1.8005 -1.9418 0.20
```

net charge	0
Kohn-Sham gap	0.309	Eh
HOMO energy	-8.90	eV
SMILES	C=C/C=C\[C@H](O)C=S

***

Version S
C6H8OS | ωB97M-V with the def2-TZVPD basis set

The geometry in XYZ format:
```
16
Properties=species:S:1:pos:R:3:nbo_charge:R:1
C 2.1479 0.8629 1.3085 -0.63
C 1.5084 0.1222 0.1403 -0.23
S 2.7009 -0.8479 -0.7324 0.01
C 0.3244 0.2658 -0.3854 0.10
C -0.6725 0.0139 -1.1869 -0.27
C -1.6707 -1.0256 -0.9800 -0.54
C -1.4252 -1.6717 0.5047 0.46
O -0.7715 -1.1604 1.3341 -0.48
H 1.4450 1.5738 1.6850 0.22
H 2.5079 0.1257 2.0753 0.23
H 3.1302 1.4179 1.0067 0.22
H 1.8440 -1.8208 -1.0477 0.12
H -0.8919 0.6324 -1.9238 0.21
H -1.5868 -1.9570 -1.5876 0.23
H -2.6849 -0.4524 -1.1730 0.24
H -1.9506 -2.6445 0.5692 0.10
```

net charge	0
Kohn-Sham gap	0.326	Eh
HOMO energy	-8.19	eV
SMILES	CC(S)=C=CCC=O

***

version Q wins, 48.0 kJ/mol ahead of the next structure.

***

Version P
C6H8OS | ωB97M-V with the def2-TZVPD basis set

The geometry in XYZ format:
```
16
Properties=species:S:1:pos:R:3:nbo_charge:R:1
O 1.3875 -1.4991 1.1878 -0.69
C 0.9758 -0.8223 0.0515 0.12
C -0.4314 -1.0052 -0.4861 -0.30
C -0.5975 -0.7125 -1.9397 -0.19
C -0.3010 0.5546 -2.2263 -0.19
C 0.0622 1.3567 -1.0009 -0.45
C 0.0063 0.3317 0.1294 -0.21
S -0.5164 0.8312 1.7611 0.00
H 0.8412 -1.1873 1.9109 0.48
H 1.7770 -0.7449 -0.6894 0.19
H -1.0883 -1.6813 0.0482 0.23
H -0.8930 -1.4554 -2.6398 0.22
H -0.3191 0.9994 -3.2421 0.22
H -0.6500 2.1657 -0.8209 0.22
H 1.0365 1.7937 -1.0530 0.22
H -1.8284 0.5854 1.6394 0.13
```

net charge	0
Kohn-Sham gap	0.350	Eh
HOMO energy	-8.79	eV
SMILES	O[C@H]1[C@@H]2C=CC[C@]12S

***

Version Q
C6H8OS | ωB97M-V with the def2-TZVPD basis set

The geometry in XYZ format:
```
16
Properties=species:S:1:pos:R:3:nbo_charge:R:1
C -0.2736 1.2979 1.2823 -0.61
C 0.3610 0.1941 0.4431 0.11
O 1.5722 -0.0167 1.1638 -0.70
C 0.3353 0.7026 -0.9675 -0.19
C -0.1369 -0.1868 -1.7965 -0.21
C -0.6086 -1.3806 -1.0497 -0.31
S -1.9767 -1.3234 0.1838 0.13
C -0.2489 -1.0703 0.4238 -0.34
H -1.2049 1.7541 0.7073 0.23
H -0.4548 0.8708 2.3548 0.23
H 0.6022 2.0934 1.2812 0.22
H 2.1970 -0.3502 0.5282 0.47
H 0.8392 1.7327 -1.1251 0.23
H -0.5311 0.0079 -2.8869 0.23
H -0.6248 -2.3487 -1.4287 0.23
H 0.1533 -1.9767 0.8860 0.25
```

net charge	0
Kohn-Sham gap	0.353	Eh
HOMO energy	-8.85	eV
SMILES	C[C@]1(O)C=C[C@@H]2S[C@@H]21

***

version P wins, 118.6 kJ/mol ahead of the next structure.

***

Version P
C5H11O2 | ωB97M-V with the def2-TZVPD basis set

The geometry in XYZ format:
```
18
Properties=species:S:1:pos:R:3:nbo_charge:R:1
C -0.1059 0.6198 -1.6021 -0.41
C -0.0896 1.5088 -0.1819 -0.59
C 1.2709 0.5207 -2.3392 -0.63
H -0.7795 1.3472 -2.1036 0.18
H -0.5326 -0.3456 -1.4272 0.21
H 0.6021 1.0199 0.5503 0.22
H 0.2406 2.5363 -0.4416 0.18
H 0.9954 0.9709 -3.4055 0.20
H 1.8166 -0.4490 -2.3267 0.21
H -1.0137 1.3958 0.2458 0.22
H 2.0179 1.2246 -1.8309 0.20
C -0.2834 -1.7909 1.6245 -0.77
C -1.1664 -1.0730 2.7369 0.78
O -0.9082 0.1355 2.9449 -0.81
O -1.9076 -1.8694 3.2483 -0.77
H 0.4625 -1.0728 1.3880 0.18
H -0.8333 -2.0493 0.7487 0.19
H 0.2144 -2.6297 2.1713 0.19
```

net charge	-1
Kohn-Sham gap	0.265	Eh
HOMO energy	-3.62	eV

***

Version Q
C5H11O2 | ωB97M-V with the def2-TZVPD basis set

The geometry in XYZ format:
```
18
Properties=species:S:1:pos:R:3:nbo_charge:R:1
C 2.3819 1.2229 -1.2715 -0.63
C 0.9600 1.2175 -1.9864 -0.61
H 2.4635 2.0977 -0.6309 0.21
H 2.4114 0.3738 -0.5164 0.24
H 3.1534 1.1477 -2.0274 0.18
H 1.1503 1.4485 -3.1283 0.16
H 0.3101 2.0477 -1.7262 0.22
H 0.3563 0.3173 -1.7467 0.23
C -1.8468 -0.9521 1.6421 -0.54
C -1.1695 -2.0881 0.9267 -0.61
C -1.0126 0.3810 1.4318 0.76
O 0.2200 0.2975 1.2660 -0.80
O -1.7291 1.3877 1.2531 -0.79
H -2.9476 -0.6835 1.5190 0.21
H -1.8405 -1.0403 2.7483 0.19
H -0.1243 -2.1645 1.3868 0.23
H -1.1399 -1.8903 -0.1733 0.20
H -1.5966 -3.1205 1.0334 0.17
```

net charge	-1
Kohn-Sham gap	0.289	Eh
HOMO energy	-3.81	eV

***

version Q wins, 51.2 kJ/mol ahead of the next structure.